{
  "formula": "C15H25Cl3OSiSn",
  "method": "ωB97M-V/def2-TZVPD",
  "gap_ev": [4.85, 5.29],
  "lumo_ha": [0.16704, 0.17456],
  "fmax_ev_per_a": 2.44,
  "total_energy_ha": -2546.18160,
  "charge": -2,
  "species": ["C", "C", "C", "C", "C", "C", "C", "C", "C", "C", "Sn", "Cl", "Cl", "Cl", "H", "H", "H", "H", "H", "H", "H", "H", "H", "H", "H", "H", "H", "H", "H", "O", "H", "C", "Si", "C", "C", "C", "C", "H", "H", "H", "H", "H", "H", "H", "H", "H"],
  "xyz": [[2.037127, -1.315179, -1.949582], [1.819997, -0.168173, -2.806641], [0.491813, -0.294591, -3.336956], [2.802457, 0.898035, -3.092704], [-0.089230, -1.479345, -2.822726], [0.865802, -2.121887, -1.987778], [0.714641, -3.450287, -1.315130], [3.291116, -1.596802, -1.176496], [-0.116421, 0.638655, -4.323511], [-1.438415, -2.022955, -3.156396], [0.586469, 1.310753, -0.242964], [1.391079, 3.619946, -1.969990], [2.336620, 1.611477, 1.416154], [-1.459638, 2.254491, -0.926261], [3.702038, 0.782329, -2.484376], [2.348781, 1.920227, -2.869203], [3.080465, 0.923358, -4.157600], [0.152677, 1.685651, -4.112770], [-1.224581, 0.557580, -4.310891], [0.222437, 0.395560, -5.349480], [-2.200387, -1.229141, -3.107078], [-1.728323, -2.811494, -2.467275], [-1.464629, -2.443269, -4.178719], [-0.355816, -3.664996, -1.081363], [1.296989, -3.512855, -0.382515], [1.065511, -4.266709, -1.976984], [3.739809, -0.658006, -0.768376], [4.068211, -2.095653, -1.802307], [3.067650, -2.295918, -0.332800], [0.347964, -0.980693, 1.545308], [0.101046, -1.628561, 0.923244], [-3.757508, 1.641111, 3.896834], [-1.901199, 1.295787, 4.067618], [-1.091951, 2.985692, 4.465602], [-1.520661, 0.136819, 5.508015], [-1.236066, 0.482534, 2.596346], [-0.452217, 0.166730, 1.599359], [-4.245729, 1.994561, 4.822887], [-4.229481, 0.702618, 3.582398], [-3.924555, 2.391406, 3.112357], [-1.489067, 3.385200, 5.419957], [-0.000932, 2.879439, 4.557183], [-1.300982, 3.716038, 3.669744], [-1.934334, -0.843153, 5.233005], [-0.429728, 0.039009, 5.597628], [-1.938846, 0.464660, 6.475229]],
  "forces_ev_per_angstrom": [[-0.9, 0.0, -0.3], [-1.0, -0.9, 1.1], [0.2, -0.6, 0.7], [-0.4, 1.3, -0.2], [0.8, 0.5, -0.3], [1.0, 0.9, 0.1], [-0.5, -0.3, 0.0], [0.3, -0.2, 0.3], [-0.5, 0.2, -0.3], [-0.2, 0.4, -0.4], [0.5, -0.8, -1.3], [-0.1, 0.1, 0.7], [0.8, 0.6, 0.6], [-1.5, 0.8, -0.2], [0.0, 0.1, -0.1], [0.8, -1.3, -0.3], [0.1, -0.1, 0.1], [-0.1, -0.3, 0.0], [0.5, 0.1, 0.0], [-0.1, 0.2, 0.1], [0.1, -0.2, 0.0], [-0.1, -0.1, 0.1], [-0.1, 0.0, 0.2], [0.7, 0.0, 0.0], [-0.2, 0.0, -0.2], [-0.1, 0.1, 0.3], [-0.3, -0.8, -0.1], [-0.3, 0.2, 0.3], [0.3, 0.6, -0.4], [0.7, 1.0, 1.8], [-0.7, -0.7, -1.8], [0.0, -0.2, 0.1], [0.2, 0.8, -0.2], [-0.1, -0.3, 0.0], [-0.2, 0.0, 0.1], [1.4, 0.2, -1.9], [-1.2, -0.8, 2.0], [0.3, -0.2, -0.3], [-0.1, 0.2, 0.0], [0.1, -0.2, 0.1], [0.1, -0.2, -0.4], [-0.3, 0.1, -0.1], [0.1, -0.2, 0.2], [0.1, 0.1, 0.3], [-0.3, 0.0, 0.0], [0.1, -0.1, -0.3]],
  "mulliken_charge": [0.48, -0.04, 0.53, -0.71, 0.74, 0.42, -1.59, -1.52, -1.45, -1.70, 0.96, -0.70, -0.55, -0.51, 0.31, -0.09, 0.25, 0.28, 0.32, 0.29, 0.35, 0.38, 0.23, 0.38, 0.36, 0.28, 0.30, 0.22, 0.30, -0.41, 0.28, -0.95, 0.07, -0.96, -1.00, -0.04, -0.05, 0.28, 0.28, 0.29, 0.27, 0.30, 0.29, 0.28, 0.28, 0.28]
}